[1]
# C26H36CsFN8O4S2

A structure of composition C26H36CsFN8O4S2 (ωB97M-V with the def2-TZVPD basis set, the Open Molecules 2025 dataset).

Values from the calculation:
Highest occupied orbital energy = -2.977 eV
DFT total energy = -2667.8906 Ha
Orbital gap = 6.9 eV
Charge = -2

Last column: Löwdin charge in e.
Element x y z (Å)
Cs 2.37 0.26 0.99  1.349
C 2.55 5.23 3.41  -0.069
C 2.63 4.06 2.42  -0.402
C 3.86 4.19 1.53  -0.076
C 1.33 3.96 1.65  -0.227
C 1.11 4.59 0.43  -0.033
C -0.13 4.52 -0.20  -0.051
C -1.17 3.78 0.35  -0.281
C -2.51 3.68 -0.33  -0.050
C -0.94 3.13 1.56  -0.038
C 0.28 3.23 2.21  -0.047
H 3.44 5.23 4.06  0.070
H 1.67 5.13 4.05  0.072
H 2.49 6.19 2.89  0.073
H 2.74 3.13 2.98  0.086
H 3.90 5.15 1.00  0.066
H 3.88 3.38 0.80  0.077
H 4.76 4.10 2.14  0.078
H 1.92 5.14 -0.05  0.102
H -0.29 5.05 -1.13  0.101
H -2.55 4.29 -1.23  0.068
H -3.31 3.99 0.34  0.075
H -2.70 2.64 -0.61  0.067
H -1.74 2.54 2.00  0.116
H 0.44 2.73 3.15  0.120
N 0.10 -1.61 -1.03  0.018
C 0.81 -2.15 -2.20  -0.293
C 1.81 -1.14 -2.76  -0.122
C 2.99 -0.96 -1.78  -0.775
O 3.68 -1.99 -1.54  -0.081
O 3.17 0.17 -1.29  -0.424
H -0.46 -2.35 -0.63  0.049
H -0.55 -0.89 -1.32  0.036
H 0.13 -2.46 -3.00  0.100
H 1.38 -3.03 -1.89  0.094
H 1.34 -0.17 -2.93  0.104
H 2.21 -1.52 -3.70  0.106
N -2.21 -2.88 2.18  0.030
H -1.70 -2.81 1.30  -0.020
H -2.08 -1.97 2.62  0.005
H -3.19 -2.93 1.93  -0.029
N 4.62 -2.33 1.04  0.113
C 3.60 -2.90 1.73  -0.445
C 2.63 -3.70 1.08  -0.096
N 1.60 -4.21 1.73  0.065
C 1.52 -3.97 3.04  -0.169
C 2.53 -3.29 3.70  -0.150
N 3.58 -2.77 3.06  0.116
H 4.41 -2.16 0.04  0.039
H 5.08 -1.58 1.53  0.091
H 2.72 -3.90 0.02  0.102
H 0.64 -4.33 3.55  0.086
H 2.53 -3.17 4.78  0.094
F 3.10 1.13 3.00  -1.002
N -4.56 -6.71 -4.15  0.072
C -4.76 -5.63 -3.27  -0.333
C -5.95 -4.91 -3.31  -0.045
C -6.16 -3.88 -2.41  -0.081
C -5.19 -3.58 -1.46  -0.305
C -4.01 -4.29 -1.42  -0.052
C -3.79 -5.32 -2.32  -0.032
S -5.43 -2.22 -0.32  0.520
O -6.64 -1.53 -0.73  -0.373
O -5.46 -2.81 1.00  -0.345
N -4.11 -1.34 -0.43  -0.142
C -3.79 -0.66 -1.54  -0.674
S -4.86 -0.56 -3.00  0.962
C -3.64 0.39 -3.80  -0.467
C -2.60 0.58 -2.96  -0.303
N -2.67 0.00 -1.72  0.004
H -5.07 -6.63 -5.02  0.073
H -3.59 -6.94 -4.31  0.076
H -6.69 -5.15 -4.06  0.101
H -7.06 -3.28 -2.43  0.107
H -3.27 -4.03 -0.67  0.111
H -2.86 -5.88 -2.29  0.108
H -3.78 0.75 -4.80  0.037
H -1.71 1.15 -3.21  0.095

=====

[2]
# C26H36N2O4

The molecule C26H36N2O4 (ωB97M-V with the def2-TZVPD basis set, the Open Molecules 2025 dataset).

Values from the calculation:
Highest occupied orbital energy = -7.789 eV
DFT total energy = -1422.8072 Ha
Orbital gap = 8.4 eV
Structure (SMILES) = CC(C)(C)c1ccc(OC[C@H](O)CN(CCO)C[C@H](O)Cn2ccc3ccccc32)cc1

Last column: Löwdin charge in e.
Element x y z (Å)
C -4.18 -0.93 0.56  -0.036
H -3.81 -0.36 1.41  0.077
H -5.26 -1.04 0.67  0.089
H -3.98 -0.36 -0.34  0.076
C -3.52 -2.31 0.47  -0.554
C -2.02 -2.13 0.32  -0.177
C -1.29 -2.61 -0.76  -0.015
C 0.08 -2.41 -0.87  -0.012
C 0.76 -1.72 0.11  -0.272
C 0.06 -1.26 1.22  0.002
C -1.30 -1.46 1.32  -0.014
H -1.82 -1.07 2.18  0.115
H 0.58 -0.74 2.01  0.122
O 2.10 -1.39 0.06  -0.073
C 2.89 -1.97 -0.95  -0.133
H 2.51 -1.71 -1.95  0.126
H 2.86 -3.06 -0.85  0.141
C 4.36 -1.50 -0.84  -0.335
C 4.60 -0.07 -1.37  -0.118
N 3.89 0.95 -0.62  -0.175
C 2.72 1.50 -1.26  -0.123
H 2.28 0.73 -1.89  0.117
H 2.95 2.37 -1.91  0.134
C 1.67 1.92 -0.19  -0.321
O 1.92 1.26 1.02  -0.063
H 2.07 0.32 0.81  0.067
H 1.73 2.99 0.03  0.151
C 0.27 1.62 -0.76  -0.080
N -0.83 2.05 0.07  -0.028
C -2.12 2.15 -0.37  -0.187
C -2.66 1.93 -1.63  -0.026
C -4.01 2.11 -1.79  -0.110
C -4.82 2.51 -0.72  -0.110
C -4.30 2.72 0.53  -0.040
C -2.93 2.54 0.72  -0.189
C -2.06 2.65 1.84  -0.022
C -0.81 2.35 1.41  -0.060
H 0.11 2.31 1.96  0.115
H -2.34 2.93 2.84  0.099
H -4.93 3.02 1.36  0.110
H -5.88 2.64 -0.89  0.097
H -4.46 1.95 -2.76  0.098
H -2.04 1.61 -2.46  0.103
H 0.18 0.53 -0.92  0.127
H 0.18 2.12 -1.73  0.139
C 4.74 1.94 0.01  -0.157
C 5.41 1.36 1.26  -0.227
O 4.50 0.64 2.04  -0.073
H 3.63 1.05 1.95  0.073
H 6.21 0.67 0.99  0.117
H 5.85 2.19 1.84  0.120
H 4.11 2.78 0.32  0.122
H 5.51 2.34 -0.68  0.129
H 4.32 -0.05 -2.44  0.126
H 5.67 0.11 -1.31  0.127
O 4.86 -1.69 0.44  -0.008
H 4.53 -0.98 1.03  0.066
H 4.93 -2.18 -1.49  0.150
H 0.58 -2.80 -1.74  0.105
H -1.78 -3.15 -1.55  0.103
C -4.14 -3.07 -0.71  -0.065
H -3.98 -2.53 -1.64  0.085
H -3.72 -4.07 -0.80  0.084
H -5.21 -3.16 -0.55  0.084
C -3.80 -3.11 1.75  -0.043
H -4.87 -3.27 1.86  0.083
H -3.44 -2.59 2.63  0.076
H -3.30 -4.08 1.71  0.090

=====

[3]
# C26H36N2O5PdSSi

A structure of composition C26H36N2O5PdSSi (ωB97M-V with the def2-TZVPD basis set, the Open Molecules 2025 dataset).

Values from the calculation:
⟨S²⟩ = 0.753
Highest occupied orbital energy (spin up / spin down) = -11.105 / -11.598 eV
2S+1 = 2
DFT total energy = -2313.3267 Ha
Orbital gap (spin up / spin down) = 7.9 / 8.4 eV
Charge = +1

Last column: Mulliken spin population.
Element x y z (Å)
Pd -1.30 -1.33 -1.11  0.036
C -4.34 0.49 -1.34  0.000
O -3.18 0.53 -0.53  0.001
C -3.43 0.42 0.85  -0.002
C -3.79 -1.00 1.26  0.002
O -2.79 -1.87 0.75  -0.010
C -3.03 -3.25 0.98  -0.023
C -1.91 -4.00 0.29  0.039
O -1.76 -3.60 -1.09  0.001
C -2.75 -4.22 -1.92  0.001
H -5.04 1.28 -1.06  0.000
H -4.86 -0.48 -1.28  0.000
H -4.03 0.64 -2.37  0.000
H -4.24 1.09 1.16  0.000
H -2.51 0.72 1.35  0.001
H -4.77 -1.30 0.88  0.000
H -3.81 -1.06 2.35  0.000
H -4.01 -3.52 0.59  0.001
H -3.00 -3.47 2.05  -0.005
H -2.10 -5.07 0.33  0.001
H -0.96 -3.77 0.76  0.010
H -2.73 -5.30 -1.75  0.000
H -2.48 -4.02 -2.95  0.001
H -3.75 -3.82 -1.73  0.000
C 3.44 -1.53 1.85  0.065
Si 1.90 -2.56 2.12  -0.018
C 2.27 -4.37 1.88  0.014
C 1.14 -2.22 3.78  0.006
C 0.71 -2.00 0.80  0.753
H 4.22 -1.79 2.58  0.003
H 3.21 -0.47 1.96  -0.008
H 3.84 -1.69 0.85  -0.004
H 3.09 -4.70 2.52  0.000
H 2.55 -4.57 0.84  -0.002
H 1.40 -4.99 2.11  0.002
H 1.83 -2.47 4.59  0.000
H 0.23 -2.79 3.93  0.000
H 0.89 -1.16 3.87  0.000
H 0.98 -2.13 -0.24  0.016
H 0.02 -1.20 1.06  0.143
O -0.43 0.15 -3.36  0.001
C 0.10 0.76 -2.33  0.005
N 0.93 1.78 -2.42  -0.001
C 1.17 2.30 -1.05  -0.020
C 0.35 1.26 -0.22  0.016
O 0.22 1.24 0.96  -0.011
N -0.21 0.35 -1.14  -0.028
C 2.62 2.18 -0.62  0.013
C 3.00 2.74 0.59  -0.002
C 4.30 2.58 1.05  0.001
C 5.22 1.85 0.31  0.000
C 4.84 1.28 -0.89  0.001
C 3.54 1.44 -1.36  -0.006
C 0.59 3.70 -0.94  0.002
C 1.37 4.78 -1.33  0.000
C 0.84 6.06 -1.33  0.000
C -0.48 6.27 -0.94  0.000
C -1.26 5.19 -0.55  0.000
C -0.73 3.91 -0.56  0.000
H 1.00 2.36 -3.25  0.000
H 2.28 3.31 1.17  0.000
H 4.59 3.02 2.00  0.000
H 6.23 1.72 0.68  0.000
H 5.55 0.71 -1.47  0.000
H 3.25 0.99 -2.30  -0.001
H 2.40 4.62 -1.62  0.000
H 1.46 6.90 -1.63  0.000
H -0.89 7.27 -0.93  0.000
H -2.28 5.35 -0.24  0.000
H -1.36 3.08 -0.24  -0.001
S -2.12 -1.64 -4.06  0.002
C -1.25 -0.94 -2.95  0.003